# 1
Computed, not measured: a molecular structure, C36H50BrN3OP2Pt at a distorted geometry, with wB97M-V/def2-TZVPD.

The charge is +2. As for the molar mass: 877.75 g mol⁻¹. As for the orbital gap (alpha / beta): 0.29926 / 0.20542 hartree. The calculation puts the energy at -136512.070 eV. For the HOMO energy (alpha / beta), the calculation gives -13.3 / -13.5 eV. The multiplicity is 3.

CARTESIAN COORDINATES (ANGSTROEM)
C: -4.224 0.768 0.608
C: -3.526 -0.470 0.556
C: -4.209 -1.545 -0.077
C: -5.477 -1.327 -0.620
N: -6.127 -0.148 -0.590
C: -5.492 0.864 0.032
C: -2.202 -0.615 1.053
C: -1.184 -0.872 1.785
C: -0.665 -1.306 3.056
C: 0.728 -1.443 3.254
C: 1.255 -1.864 4.478
C: 0.377 -2.155 5.532
C: -1.014 -2.030 5.370
C: -1.527 -1.609 4.141
Pt: -0.311 -0.266 -0.075
P: -1.075 0.480 -2.164
H: -3.734 -2.530 -0.141
H: -3.758 1.636 1.085
H: -6.002 -2.155 -1.117
H: -6.032 1.821 0.068
H: -2.608 -1.508 4.007
H: 1.386 -1.207 2.412
H: -1.685 -2.261 6.203
H: 2.335 -1.966 4.617
C: 0.218 0.865 -3.469
C: -0.159 0.804 -4.954
H: 1.041 0.157 -3.259
H: 0.615 1.863 -3.204
H: 0.724 1.015 -5.583
H: -0.528 -0.199 -5.232
H: -0.940 1.535 -5.217
C: -2.226 -0.758 -2.974
C: -3.361 -0.280 -3.887
H: -2.657 -1.310 -2.121
H: -1.568 -1.474 -3.500
H: -3.960 -1.146 -4.222
H: -4.047 0.397 -3.352
H: -2.991 0.238 -4.787
C: -2.094 2.042 -2.012
C: -2.319 2.950 -3.228
H: -1.598 2.613 -1.209
H: -3.054 1.706 -1.581
H: -2.920 3.830 -2.935
H: -1.363 3.326 -3.633
H: -2.856 2.438 -4.041
Br: 1.078 -2.729 7.212
P: 0.750 -2.371 -0.512
C: 0.664 -2.970 -2.291
C: 1.627 -4.044 -2.812
H: 0.785 -2.051 -2.892
H: -0.388 -3.281 -2.434
H: 1.443 -4.232 -3.886
H: 2.678 -3.723 -2.712
H: 1.513 -5.003 -2.281
C: 2.576 -2.529 -0.083
C: 3.174 -3.891 0.291
H: 2.723 -1.826 0.755
H: 3.114 -2.075 -0.938
H: 4.241 -3.779 0.557
H: 2.661 -4.321 1.169
H: 3.109 -4.621 -0.531
C: -0.081 -3.728 0.481
C: -0.065 -5.181 -0.009
H: -1.124 -3.379 0.584
H: 0.347 -3.649 1.498
H: -0.649 -5.818 0.681
H: -0.525 -5.276 -1.008
H: 0.954 -5.597 -0.063
C: 1.975 4.747 3.090
N: 1.381 3.593 2.404
N: 1.925 2.852 1.423
C: 0.986 1.920 1.056
O: 1.121 1.061 0.185
C: -0.155 2.103 1.802
C: 0.119 3.154 2.635
C: -0.855 3.723 3.627
C: 3.234 3.029 0.805
C: 4.344 3.539 1.512
C: 5.579 3.716 0.885
C: 5.735 3.395 -0.461
C: 4.656 2.886 -1.181
C: 3.420 2.698 -0.556
H: 2.783 4.428 3.772
H: 1.241 5.255 3.747
H: 2.323 5.493 2.346
H: -1.091 1.589 1.753
H: -0.435 3.648 4.652
H: -1.064 4.786 3.386
H: -1.815 3.164 3.599
H: 4.304 3.784 2.551
H: 6.418 4.104 1.448
H: 6.692 3.540 -0.945
H: 4.774 2.641 -2.228
H: 2.609 2.323 -1.161


# 2
Computed, not measured: 12 unconnected molecules or ions with the total composition C36H36F12O36 at a distorted geometry, with wB97M-V/def2-TZVPD.

The charge is 0. As for the molar mass: 1272.62 g mol⁻¹. As for the orbital gap: 0.39887 hartree. The calculation puts the energy at -144236.355 eV. The SMILES is O=C1OC[C@@H](F)O1.O=C1OC[C@@H](F)O1.O=C1OC[C@@H](F)O1.O=C1OC[C@@H](F)O1.O=C1OC[C@@H](F)O1.O=C1OC[C@@H](F)O1.O=C1OC[C@@H](F)O1.O=C1OC[C@@H](F)O1.O=C1OC[C@@H](F)O1.O=C1OC[C@@H](F)O1.O=C1OC[C@@H](F)O1.O=C1OC[C@@H](F)O1. For the HOMO energy, the calculation gives -10.8 eV.

CARTESIAN COORDINATES (ANGSTROEM)
O: 2.035 -1.948 -0.329
C: 2.256 -2.865 -1.048
O: 2.799 -4.013 -0.730
C: 3.044 -4.786 -1.874
C: 2.129 -4.152 -2.907
F: 0.979 -4.903 -3.056
O: 1.836 -2.896 -2.373
H: 4.101 -4.801 -2.161
H: 2.920 -5.863 -1.752
H: 2.499 -4.050 -3.927
O: 4.512 5.684 2.243
C: 3.642 5.000 2.712
O: 2.776 4.360 1.961
C: 1.630 3.858 2.655
C: 2.143 4.127 4.116
F: 2.559 2.957 4.684
O: 3.274 4.929 4.001
H: 0.761 4.472 2.434
H: 1.495 2.781 2.610
H: 1.294 4.589 4.628
O: -7.334 1.614 -1.618
C: -6.269 1.800 -1.142
O: -5.320 2.632 -1.613
C: -4.122 2.419 -0.841
C: -4.695 1.912 0.489
F: -5.127 2.875 1.334
O: -5.762 1.176 -0.055
H: -3.449 1.665 -1.257
H: -3.453 3.278 -0.818
H: -3.944 1.352 1.046
O: -1.106 2.146 3.505
C: -1.717 1.430 4.232
O: -2.467 0.413 3.839
C: -3.210 -0.051 4.984
C: -2.492 0.605 6.167
F: -1.727 -0.286 6.865
O: -1.722 1.590 5.598
H: -4.250 0.253 4.851
H: -3.284 -1.136 5.046
H: -3.296 0.907 6.844
O: 1.953 3.395 -1.083
C: 2.708 4.159 -1.592
O: 2.413 5.037 -2.551
C: 3.551 5.860 -2.835
C: 4.658 4.892 -2.476
F: 5.829 5.491 -2.195
O: 4.060 4.157 -1.435
H: 3.577 6.066 -3.902
H: 3.455 6.769 -2.242
H: 4.800 4.253 -3.355
O: -4.959 -5.565 -0.877
C: -4.911 -4.391 -0.775
O: -4.485 -3.763 0.360
C: -4.202 -2.395 0.041
C: -4.967 -2.184 -1.230
F: -4.251 -1.538 -2.186
O: -5.241 -3.479 -1.716
H: -4.344 -1.673 0.842
H: -3.132 -2.273 -0.158
H: -5.896 -1.650 -1.016
O: 3.353 0.101 -2.277
C: 3.866 0.571 -1.306
O: 3.254 0.655 -0.118
C: 3.893 1.610 0.700
C: 5.240 1.822 0.016
F: 6.164 0.987 0.580
O: 4.985 1.334 -1.288
H: 3.216 2.444 0.848
H: 4.098 1.184 1.685
H: 5.594 2.847 0.023
O: 1.723 0.474 5.735
C: 1.626 -0.492 5.018
O: 2.013 -0.508 3.749
C: 1.638 -1.744 3.184
C: 1.331 -2.632 4.378
F: 2.445 -3.262 4.822
O: 0.972 -1.594 5.346
H: 0.666 -1.648 2.688
H: 2.270 -2.242 2.451
H: 0.487 -3.311 4.308
O: -0.034 -7.033 2.879
C: -0.966 -6.297 2.997
O: -2.223 -6.730 3.115
C: -2.904 -5.608 3.644
C: -2.277 -4.480 2.823
F: -2.665 -3.349 3.445
O: -0.884 -4.948 2.970
H: -3.969 -5.594 3.411
H: -2.712 -5.493 4.710
H: -2.459 -4.422 1.752
O: -1.534 -1.388 1.556
C: -1.070 -0.471 0.961
O: -1.309 -0.149 -0.335
C: -0.369 0.832 -0.746
C: -0.130 1.545 0.576
F: -1.065 2.519 0.749
O: -0.289 0.505 1.513
H: 0.507 0.404 -1.238
H: -0.841 1.445 -1.514
H: 0.859 1.984 0.468
O: -0.258 3.004 -3.721
C: 0.520 2.475 -4.449
O: 0.222 1.823 -5.592
C: 1.276 1.118 -6.144
C: 2.456 1.774 -5.418
F: 2.959 2.865 -6.097
O: 1.825 2.242 -4.245
H: 1.418 0.087 -5.800
H: 1.373 1.278 -7.214
H: 3.321 1.137 -5.249
O: -0.783 -1.193 -7.516
C: -1.062 -1.567 -6.406
O: -0.722 -2.700 -5.804
C: -1.130 -2.690 -4.435
C: -1.467 -1.184 -4.242
F: -0.531 -0.470 -3.572
O: -1.677 -0.765 -5.546
H: -2.019 -3.297 -4.272
H: -0.333 -2.972 -3.752
H: -2.445 -1.079 -3.767


# 3
Computed, not measured: a single C4H8O molecule at a distorted geometry, with wB97M-V/def2-TZVPD.

The charge is 0. As for the molar mass: 72.11 g mol⁻¹. As for the orbital gap: 0.39726 hartree. The calculation puts the energy at -6324.030 eV. The SMILES is CCCC=O. For the HOMO energy, the calculation gives -9.8 eV.

CARTESIAN COORDINATES (ANGSTROEM)
C: 0.240 0.594 1.623
C: 0.613 -0.272 0.329
C: -0.116 0.232 -0.893
C: -0.689 -0.738 -1.818
O: -0.592 -1.893 -1.495
H: -0.823 0.473 1.917
H: 0.422 1.670 1.477
H: 0.871 0.236 2.445
H: 1.683 -0.206 0.160
H: 0.332 -1.288 0.628
H: -0.970 0.497 -0.206
H: 0.264 1.104 -1.432
H: -1.235 -0.409 -2.735